[1]
{
  "formula": "C3H9OS",
  "method": "ωB97M-V/def2-TZVPD",
  "lumo_energy_ha": 0.1479,
  "total_energy_ha": -593.0732,
  "spin_multiplicity": 1,
  "orbital_gap_ha": 0.2132,
  "de_lowest_kcal_mol": 62.53,
  "charge": -1,
  "elements": ["C", "O", "H", "H", "H", "C", "S", "C", "H", "H", "H", "H", "H", "H"],
  "coordinates": [[-1.7696, 1.6428, 1.3842], [-0.9034, 0.6725, 1.9393], [-2.7827, 1.2235, 1.3492], [-1.8458, 2.4966, 2.0702], [-1.4143, 2.0143, 0.4251], [-0.6038, -1.4047, -1.0328], [1.0595, -0.5903, -1.2808], [1.5363, 0.2296, 0.1377], [-1.3878, -0.9000, -1.5978], [-0.8073, -1.4010, 0.0386], [-0.5072, -2.4474, -1.3268], [1.3807, 1.2974, 0.2584], [-0.2700, 0.3675, 1.2477], [2.3227, -0.2451, 0.7144]],
  "nbo_charge": [-0.2468, -0.7980, 0.1448, 0.1438, 0.1720, -0.7973, 0.0912, -1.1347, 0.1799, 0.2096, 0.1834, 0.1696, 0.5092, 0.1733]
}

***

[2]
{
  "formula": "C3H9OS",
  "method": "ωB97M-V/def2-TZVPD",
  "lumo_energy_ha": 0.1446,
  "total_energy_ha": -593.0155,
  "spin_multiplicity": 1,
  "orbital_gap_ha": 0.1947,
  "de_lowest_kcal_mol": 98.76,
  "charge": -1,
  "elements": ["C", "O", "H", "H", "H", "C", "S", "C", "H", "H", "H", "H", "H", "H"],
  "coordinates": [[2.0759, -0.3623, 1.1335], [1.1957, -1.1081, 0.3083], [3.0848, -0.3231, 0.7309], [1.7345, 0.6295, 1.4455], [2.1880, -1.0391, 2.0081], [-2.0892, 0.5085, 0.4708], [-0.7496, 0.8719, -0.8308], [-0.1297, 0.1006, -2.3472], [-2.6419, 1.4236, 0.7136], [-1.6204, 0.2730, 1.4280], [-2.8615, -0.2743, 0.3450], [-0.1770, 0.7868, -3.1919], [0.3694, -0.5355, 0.1881], [-0.3790, -0.9515, -2.4019]],
  "nbo_charge": [-0.2452, -0.7793, 0.1490, 0.1675, 0.1368, -0.7847, -0.0197, -0.9745, 0.1807, 0.1852, 0.1866, 0.1600, 0.4719, 0.1659]
}

***

[3]
{
  "formula": "C3H9OSi",
  "method": "ωB97M-V/def2-TZVPD",
  "lumo_energy_ha": [-0.2370, -0.2045],
  "total_energy_ha": -484.0020,
  "spin_multiplicity": 1,
  "orbital_gap_ha": [0.2178, 0.3208],
  "de_lowest_kcal_mol": 81.81,
  "charge": 1,
  "elements": ["C", "C", "C", "O", "Si", "H", "H", "H", "H", "H", "H", "H", "H", "H"],
  "coordinates": [[1.3425, 0.0167, -1.9931], [-1.4924, 1.3070, 0.1883], [-0.1168, -1.6374, 1.3695], [0.4690, 0.4225, -1.1183], [-0.2208, -0.0097, 0.4532], [1.3650, -1.0417, -2.2434], [1.9527, 0.6556, -2.5253], [-1.9873, 1.7067, 1.0582], [-0.8515, 2.1042, -0.3216], [-2.3072, 0.9401, -0.6208], [-1.0374, -2.2342, 1.3692], [0.7945, -2.2042, 0.9591], [0.2804, -1.5056, 2.3572], [1.8091, 1.4799, 1.0679]],
  "nbo_charge": [0.3083, -1.1871, -1.1921, -0.7044, 1.7596, 0.1696, 0.1897, 0.2801, 0.2888, 0.2854, 0.2917, 0.2906, 0.3053, -0.0855]
}

***

[4]
{
  "formula": "C3H9PS",
  "method": "ωB97M-V/def2-TZVPD",
  "lumo_energy_ha": -0.0052,
  "smiles": "C=PCS.C",
  "total_energy_ha": -859.1460,
  "spin_multiplicity": 1,
  "orbital_gap_ha": 0.3327,
  "de_lowest_kcal_mol": 56.29,
  "elements": ["C", "C", "C", "P", "S", "H", "H", "H", "H", "H", "H", "H", "H", "H"],
  "coordinates": [[-2.3601, -1.3658, 0.9617], [3.4771, -0.1732, -0.3188], [-1.9705, 0.8914, -0.7652], [-1.5578, -0.9145, -0.4631], [-0.8115, 1.9356, 0.2010], [-3.2936, -0.9161, 1.3817], [-2.1831, -2.2481, 1.4687], [2.9638, -0.3645, 0.5349], [3.9275, -1.0255, -0.7118], [2.8535, 0.3958, -0.9334], [4.3349, 0.5610, -0.0313], [-1.8261, 1.2789, -1.7268], [-3.0844, 1.0229, -0.7353], [-0.4698, 0.9221, 1.1378]],
  "nbo_charge": [-0.8310, -0.8295, -0.8700, 0.6893, -0.0272, 0.2170, 0.2124, 0.2047, 0.2106, 0.2140, 0.1991, 0.2360, 0.2299, 0.1447]
}

***

[5]
{
  "formula": "C3H9S",
  "method": "ωB97M-V/def2-TZVPD",
  "lumo_energy_ha": [0.0348, -0.0957],
  "total_energy_ha": -517.8204,
  "s2": 0.753,
  "spin_multiplicity": 2,
  "orbital_gap_ha": [0.4068, 0.2602],
  "de_lowest_kcal_mol": 1.29,
  "elements": ["S", "H", "C", "C", "C", "H", "H", "H", "H", "H", "H", "H", "H"],
  "coordinates": [[-0.1869, -0.8295, 3.2283], [-0.8543, -1.9670, 2.9958], [0.4169, -0.9756, -0.4137], [0.6732, 0.5398, -0.5775], [-0.6571, 1.2801, -0.6793], [-0.3169, -1.3272, -1.1334], [1.3633, -1.4881, -0.6244], [0.1355, -1.2084, 0.6096], [1.2824, 0.8814, 0.2554], [1.2238, 0.6960, -1.4996], [-0.5940, 2.3565, -0.8613], [-1.2645, 1.1688, 0.2211], [-1.2212, 0.8731, -1.5211]],
  "nbo_charge": [-0.0858, 0.0957, -0.6111, -0.3928, -0.6059, 0.1969, 0.2019, 0.2092, 0.1969, 0.1921, 0.2057, 0.1995, 0.1977]
}

***

[6]
{
  "formula": "C3H9S",
  "method": "ωB97M-V/def2-TZVPD",
  "lumo_energy_ha": -0.1089,
  "total_energy_ha": -517.6071,
  "spin_multiplicity": 1,
  "orbital_gap_ha": 0.4819,
  "de_lowest_kcal_mol": 0.00,
  "charge": 1,
  "elements": ["S", "C", "C", "C", "H", "H", "H", "H", "H", "H", "H", "H", "H"],
  "coordinates": [[-0.2769, -0.2799, -0.0584], [0.1323, -2.0050, -0.5688], [-1.6836, -0.3279, 1.0679], [1.0743, 0.3103, 1.0385], [-0.6806, -2.4425, -1.1448], [0.9868, -2.0856, -1.2421], [0.3013, -2.6470, 0.3167], [-1.9963, 0.6359, 1.3883], [-1.4090, -0.8819, 1.9539], [-2.5309, -0.8603, 0.5694], [2.0747, 0.0131, 0.6358], [0.9922, 1.3864, 1.1597], [0.9926, -0.1360, 2.0265]],
  "nbo_charge": [0.8298, -0.7511, -0.7557, -0.7435, 0.2754, 0.2827, 0.2563, 0.2767, 0.2495, 0.2777, 0.2778, 0.2732, 0.2511]
}

***

[7]
{
  "formula": "C3H9S2",
  "method": "ωB97M-V/def2-TZVPD",
  "lumo_energy_ha": [0.0342, -0.0731],
  "total_energy_ha": -916.0107,
  "s2": 0.753,
  "spin_multiplicity": 2,
  "orbital_gap_ha": [0.3666, 0.2572],
  "de_lowest_kcal_mol": 1.27,
  "elements": ["C", "S", "H", "H", "H", "H", "C", "C", "S", "H", "H", "H", "H", "H"],
  "coordinates": [[-1.7890, -1.6797, 0.5489], [-1.9900, -2.6700, -0.9616], [-0.8413, -1.1572, 0.4201], [-2.5932, -0.9557, 0.6199], [-1.7081, -2.3023, 1.4318], [-2.9945, -3.4472, -0.5448], [1.5298, 2.3287, -0.2828], [1.5044, 0.8015, -0.2359], [1.0993, 0.1332, 1.3674], [2.2061, 2.7252, 0.4714], [0.5390, 2.7123, -0.0495], [1.8430, 2.7008, -1.2549], [2.4460, 0.3742, -0.5904], [0.7487, 0.4361, -0.9396]],
  "nbo_charge": [-0.7199, -0.0538, 0.2166, 0.2146, 0.2226, 0.1182, -0.6128, -0.5977, 0.1140, 0.2104, 0.2121, 0.2110, 0.2269, 0.2378]
}

***

[8]
{
  "formula": "C3HBiO3",
  "method": "ωB97M-V/def2-TZVPD",
  "lumo_energy_ha": [-0.2634, -0.2562],
  "total_energy_ha": -554.8197,
  "s2": 0.755,
  "spin_multiplicity": 2,
  "orbital_gap_ha": [0.2265, 0.2544],
  "charge": 1,
  "elements": ["C", "C", "O", "H", "O", "C", "O", "Bi"],
  "coordinates": [[1.0621, 0.4826, -0.9281], [0.4555, -0.3756, -0.2919], [1.7382, 1.4597, -1.4786], [1.8580, 1.3262, -2.4282], [-1.5715, 1.0191, 1.3691], [-1.9143, -0.0597, 1.7788], [-1.6891, -1.2126, 1.7011], [0.0609, -2.6397, 0.2778]],
  "nbo_charge": [0.3911, -0.6970, -0.6068, 0.5275, -0.3997, 1.0482, -0.6060, 1.3427]
}

***

[9]
{
  "formula": "C3HBr",
  "method": "ωB97M-V/def2-TZVPD",
  "lumo_energy_ha": [-0.1443, -0.1451],
  "total_energy_ha": -2688.6303,
  "spin_multiplicity": 1,
  "orbital_gap_ha": [0.1937, 0.1926],
  "de_lowest_kcal_mol": 67.59,
  "elements": ["C", "C", "C", "Br", "H"],
  "coordinates": [[2.8167, 0.2786, 1.3982], [1.6573, 0.3516, 0.8048], [0.5295, 0.3401, 0.2609], [0.3416, -1.7632, -2.1208], [-0.4793, 0.1029, 0.0473]],
  "nbo_charge": [0.4583, -0.5641, 0.3089, -0.4820, 0.2789]
}

***

[10]
{
  "formula": "C3HBr2O2",
  "method": "ωB97M-V/def2-TZVPD",
  "lumo_energy_ha": 0.0976,
  "total_energy_ha": -5413.4531,
  "spin_multiplicity": 1,
  "orbital_gap_ha": 0.2682,
  "de_lowest_kcal_mol": 17.84,
  "charge": -1,
  "elements": ["C", "C", "C", "O", "O", "Br", "Br", "H"],
  "coordinates": [[-0.2495, 0.1639, 1.5007], [-1.0389, 0.8998, 1.9649], [0.4348, -0.5247, -2.0669], [0.9738, -0.6698, -3.1307], [-0.3894, -0.1714, -1.3578], [2.2129, -1.2832, -0.4339], [-2.2619, 1.7659, 2.9327], [0.3182, -0.1805, 0.5910]],
  "nbo_charge": [-0.1898, -0.2881, 1.0248, -0.6055, -0.5768, -0.7912, 0.1318, 0.2947]
}

***

[11]
{
  "formula": "C3HBr3Cl2",
  "method": "ωB97M-V/def2-TZVPD",
  "lumo_energy_ha": -0.0185,
  "total_energy_ha": -8757.3016,
  "spin_multiplicity": 1,
  "orbital_gap_ha": 0.3202,
  "de_lowest_kcal_mol": 0.00,
  "elements": ["C", "C", "C", "Cl", "Cl", "Br", "Br", "Br", "H"],
  "coordinates": [[0.8992, -1.3888, 0.6174], [-0.0783, -1.5655, 1.7070], [0.8007, -0.2720, -0.3328], [2.3094, -2.3426, 0.6195], [0.1185, -2.7859, 2.8661], [-1.6942, -0.6167, 1.7113], [1.0317, -0.8637, -2.1704], [2.1940, 1.0944, 0.0742], [-0.1540, 0.2532, -0.2779]],
  "nbo_charge": [-0.1649, -0.1826, -0.3553, 0.0834, 0.1084, 0.1444, 0.0713, 0.0339, 0.2613]
}

***

[12]
{
  "formula": "C3HBrN2O",
  "method": "ωB97M-V/def2-TZVPD",
  "lumo_energy_ha": [-0.0535, -0.0655],
  "total_energy_ha": -2873.4800,
  "spin_multiplicity": 1,
  "orbital_gap_ha": [0.2636, 0.2664],
  "de_lowest_kcal_mol": 72.94,
  "elements": ["C", "C", "C", "N", "N", "O", "Br", "H"],
  "coordinates": [[1.2228, -0.7750, -0.0786], [0.2332, -1.6554, -0.2403], [-1.1039, 1.4502, 0.1238], [1.1075, 0.5758, -0.0383], [0.0500, 1.2681, 0.2915], [-2.1904, 1.9311, 0.0275], [-1.5136, -1.8305, 0.1494], [2.1944, -0.9642, -0.2350]],
  "nbo_charge": [-0.1879, -0.0701, 0.8142, -0.1520, -0.3384, -0.5061, 0.2173, 0.2230]
}

***

[13]
{
  "formula": "C3HBrN4O2",
  "method": "ωB97M-V/def2-TZVPD",
  "lumo_energy_ha": 0.2051,
  "total_energy_ha": -3058.4283,
  "spin_multiplicity": 1,
  "orbital_gap_ha": 0.2559,
  "charge": -2,
  "elements": ["C", "C", "C", "N", "N", "N", "N", "O", "O", "Br", "H"],
  "coordinates": [[-0.7205, -0.4076, 0.2439], [1.4501, 1.1330, -0.8686], [0.9050, 0.2796, 0.3149], [-1.6963, -0.0457, 1.0678], [-1.0837, -1.3308, -0.6372], [-2.7248, -0.7927, 0.6609], [-2.3643, -1.5477, -0.3410], [2.5770, 0.8437, -1.2927], [0.7123, 2.0818, -1.1747], [2.1234, -1.1361, 0.8278], [0.8218, 0.9224, 1.1988]],
  "nbo_charge": [0.2777, 0.7322, -0.3597, -0.4190, -0.4045, -0.2086, -0.2004, -0.7750, -0.7679, -0.0871, 0.2123]
}

***

[14]
{
  "formula": "C3HBrOS2",
  "method": "ωB97M-V/def2-TZVPD",
  "lumo_energy_ha": [-0.0334, -0.0428],
  "total_energy_ha": -3560.3719,
  "spin_multiplicity": 1,
  "orbital_gap_ha": [0.2705, 0.2589],
  "de_lowest_kcal_mol": 107.29,
  "elements": ["C", "C", "C", "O", "S", "S", "Br", "H"],
  "coordinates": [[1.1503, -0.0760, -0.7621], [-0.3706, 1.2890, -0.2016], [-0.5997, -1.1432, 0.9898], [-1.0329, -1.9605, 1.7359], [1.1199, -1.2205, 0.4175], [-1.5689, 0.2463, 0.4043], [-0.7903, 2.5417, -1.4917], [2.0923, 0.3232, -1.0922]],
  "nbo_charge": [-0.4067, -0.4207, 0.2215, -0.5093, 0.3903, 0.3587, 0.1543, 0.2119]
}

***

[15]
{
  "formula": "C3HCl2N2S",
  "method": "ωB97M-V/def2-TZVPD",
  "lumo_energy_ha": 0.1220,
  "total_energy_ha": -1542.9598,
  "spin_multiplicity": 1,
  "orbital_gap_ha": 0.2096,
  "de_lowest_kcal_mol": 0.00,
  "charge": -1,
  "elements": ["C", "C", "C", "N", "N", "S", "Cl", "Cl", "H"],
  "coordinates": [[1.1734, -0.6109, 0.8599], [0.1834, 1.1014, 0.2419], [-0.4739, -0.9018, -0.6408], [0.4367, -1.4059, 0.2361], [-0.6869, 0.4544, -0.5043], [2.4356, -0.4775, 1.8408], [0.2327, 2.8211, 0.0000], [-1.9135, -1.8623, -0.9302], [-1.3875, 0.8813, -1.1035]],
  "nbo_charge": [0.1124, -0.0587, 0.0697, -0.5325, -0.5385, -0.2700, -0.0836, -0.1022, 0.4035]
}

***

[16]
{
  "formula": "C3HCl3N4O2",
  "method": "ωB97M-V/def2-TZVPD",
  "lumo_energy_ha": -0.0660,
  "total_energy_ha": -1864.6848,
  "spin_multiplicity": 1,
  "orbital_gap_ha": 0.2665,
  "de_lowest_kcal_mol": 107.59,
  "elements": ["C", "C", "C", "N", "N", "N", "N", "O", "O", "Cl", "Cl", "Cl", "H"],
  "coordinates": [[0.7428, -0.6369, -0.6453], [-1.9193, 1.0242, 0.6288], [1.8987, -1.1885, -0.0577], [-0.1958, -0.3227, -1.2627], [-2.7440, 0.6877, -0.0880], [-1.1324, 0.2664, -1.7484], [-0.9006, 1.4261, 1.4653], [-0.9798, 2.5834, 1.9382], [-0.2501, 0.5165, 1.9004], [2.0486, -2.7175, -0.9320], [3.1810, 0.0358, -0.2636], [1.8036, -1.6427, 1.6903], [-1.5527, -0.0317, -2.6250]],
  "nbo_charge": [0.1161, 0.3167, -0.1550, 0.0640, -0.1736, -0.5449, 0.4472, -0.3154, -0.2955, 0.0685, 0.0512, 0.0417, 0.3791]
}

***

[17]
{
  "formula": "C3HClFNO",
  "method": "ωB97M-V/def2-TZVPD",
  "lumo_energy_ha": 0.0245,
  "smiles": "Fc1oncc1Cl",
  "total_energy_ha": -804.8759,
  "spin_multiplicity": 1,
  "orbital_gap_ha": 0.3860,
  "de_lowest_kcal_mol": 43.94,
  "elements": ["C", "C", "C", "H", "N", "O", "F", "Cl"],
  "coordinates": [[0.6461, 0.1745, 0.3184], [-0.0785, 0.6498, -0.9248], [-0.2642, -0.8180, 0.7055], [0.3204, 1.6409, -1.4427], [-1.2632, 0.1207, -1.1450], [-1.3023, -0.8209, -0.1036], [-0.3491, -1.5510, 1.7229], [2.2908, 0.6040, 0.8694]],
  "nbo_charge": [-0.2706, -0.0119, 0.6782, 0.2321, -0.1055, -0.3119, -0.2464, 0.0359]
}

***

[18]
{
  "formula": "C3HClFO2",
  "method": "ωB97M-V/def2-TZVPD",
  "lumo_energy_ha": 0.1364,
  "total_energy_ha": -825.4740,
  "spin_multiplicity": 1,
  "orbital_gap_ha": 0.2960,
  "de_lowest_kcal_mol": 24.39,
  "charge": -1,
  "elements": ["C", "C", "C", "O", "O", "F", "Cl", "H"],
  "coordinates": [[-0.9843, -0.4586, -0.7685], [-0.1998, -0.4415, 0.2772], [0.9808, 1.0401, 0.4966], [0.6214, 1.7794, 1.4227], [1.9144, 0.8827, -0.2510], [-1.8058, -1.4657, -1.2208], [0.1647, -1.6634, 1.5160], [-0.6914, 0.3272, -1.4721]],
  "nbo_charge": [0.0715, -0.2444, 0.8724, -0.7208, -0.7018, -0.3713, -0.0851, 0.1795]
}

***

[19]
{
  "formula": "C3HF2N",
  "method": "ωB97M-V/def2-TZVPD",
  "lumo_energy_ha": 0.0042,
  "smiles": "N#C/C(F)=C/F",
  "total_energy_ha": -369.3233,
  "spin_multiplicity": 1,
  "orbital_gap_ha": 0.4066,
  "de_lowest_kcal_mol": 25.85,
  "elements": ["C", "C", "C", "H", "N", "F", "F"],
  "coordinates": [[0.9262, -0.7085, 0.0246], [-0.2276, -0.0291, 0.0542], [-0.1625, 1.4294, -0.4275], [1.9376, -0.0841, -0.0985], [-0.2971, 2.5293, -0.7507], [1.1208, -2.0537, 0.2951], [-1.4624, -0.3655, 0.5323]],
  "nbo_charge": [0.1999, 0.2349, 0.2018, 0.2217, -0.2666, -0.3084, -0.2833]
}

***

[20]
{
  "formula": "C3HF2NO3S",
  "method": "ωB97M-V/def2-TZVPD",
  "lumo_energy_ha": -0.0121,
  "total_energy_ha": -993.1474,
  "spin_multiplicity": 1,
  "orbital_gap_ha": 0.3642,
  "de_lowest_kcal_mol": 9.76,
  "elements": ["C", "C", "C", "N", "O", "O", "O", "F", "F", "S", "H"],
  "coordinates": [[0.6252, -1.5764, -4.3344], [-0.4460, -2.0430, -4.0320], [-1.0435, 0.7362, 0.9434], [-0.5857, 0.9558, 1.9907], [-1.5505, 0.5839, -0.1098], [-3.3808, -1.1132, -1.6562], [-3.8742, -0.9939, 0.7666], [1.8909, -1.5875, -4.0998], [-1.7132, -2.0564, -4.2430], [-3.7748, -0.3338, -0.5402], [-0.2335, 0.9490, 2.8899]],
  "nbo_charge": [0.2430, 0.2737, 0.8881, -0.7201, -0.5941, -0.8446, -0.8637, -0.2638, -0.2526, 1.6846, 0.4495]
}